Here is C20H37N5NiSb as an isolated structure from the OMol25 dataset. Energies are from ωB97M-V/def2-TZVPD.

Cartesian coordinates (Å):
Ni: 1.36 -0.24 0.30
C: -1.23 0.93 4.46
N: -1.03 -0.48 4.16
C: -2.00 -1.40 4.69
C: -0.36 -0.73 2.96
N: 0.27 0.11 2.25
N: -0.41 -2.08 2.55
C: 0.49 -2.72 1.71
N: 0.29 -4.12 1.77
N: 1.34 -2.13 0.98
H: -1.73 1.02 5.42
H: -1.84 1.43 3.69
H: -0.28 1.45 4.53
H: -2.30 -1.05 5.68
H: -1.57 -2.39 4.82
H: -2.91 -1.48 4.08
H: 0.37 1.06 2.59
H: -1.20 -2.63 2.83
H: 0.28 -4.50 2.71
H: 0.92 -4.63 1.17
H: 1.98 -2.78 0.53
C: -2.71 0.75 -3.24
C: -2.15 0.50 -1.85
C: -3.09 -0.37 -1.02
Sb: -0.12 -0.28 -1.60
C: -0.33 -2.28 -2.49
C: 1.08 -2.80 -2.80
C: -1.26 -2.53 -3.66
C: 0.93 0.78 -3.18
C: 0.63 0.49 -4.64
C: 0.83 2.27 -2.87
H: -3.74 1.11 -3.18
H: -2.72 -0.16 -3.85
H: -2.13 1.50 -3.78
H: -2.07 1.47 -1.34
H: -3.19 -1.37 -1.46
H: -4.09 0.06 -0.95
H: -2.71 -0.51 0.00
H: -0.70 -2.85 -1.63
H: 1.45 -2.37 -3.73
H: 1.09 -3.89 -2.92
H: 1.79 -2.52 -2.02
H: -0.98 -1.94 -4.53
H: -2.30 -2.29 -3.42
H: -1.23 -3.59 -3.96
H: 1.95 0.48 -2.95
H: -0.40 0.74 -4.91
H: 0.79 -0.56 -4.90
H: 1.28 1.08 -5.29
H: -0.19 2.65 -3.00
H: 1.47 2.85 -3.55
H: 1.16 2.48 -1.85
C: 2.43 1.17 0.29
C: 2.54 2.17 1.20
C: 1.48 3.16 1.42
C: 1.58 4.13 2.38
C: 2.68 4.26 3.24
C: 3.71 3.31 3.06
C: 3.66 2.32 2.12
H: 0.60 3.12 0.79
H: 0.75 4.83 2.48
H: 2.74 5.03 3.99
H: 4.58 3.35 3.71
H: 4.49 1.62 2.04

As for the HOMO energy (alpha / beta): -0.028 / -0.027 Eh. The total energy comes out at -76367.24825 eV. The maximum force comes out at 0.54 eV Å⁻¹. The charge is -1. The value obtained for the orbital gap (alpha / beta) is 0.111 / 0.110 Ha. The energy relative to the best compared isomer or geometry (same formula, charge and spin) comes out at 0.274 eV.



Here is a 4-piece molecular cluster, C14H43BO14P3Si overall in a non-equilibrium geometry from the OMol25 dataset. Energies are from ωB97M-V/def2-TZVPD.

Cartesian coordinates (Å):
C: 5.52 -3.23 0.40
Si: 3.85 -2.39 0.18
C: 3.58 -2.18 -1.67
C: 3.99 -0.65 0.95
O: 2.63 -3.20 0.91
C: 1.33 -2.52 0.85
C: 0.20 -3.52 0.75
B: -1.15 -2.94 -0.03
O: -0.97 -1.52 -0.52
H: 6.13 -2.92 -0.46
H: 6.03 -2.84 1.28
H: 5.49 -4.31 0.37
H: 4.38 -1.56 -2.07
H: 2.65 -1.64 -1.84
H: 3.52 -3.15 -2.16
H: 3.40 -0.65 1.86
H: 3.56 0.06 0.24
H: 5.02 -0.41 1.20
H: 1.21 -1.87 1.72
H: 1.35 -1.87 -0.03
H: -0.02 -3.87 1.76
H: 0.56 -4.40 0.20
H: -2.14 -2.98 0.74
H: -1.43 -3.68 -1.00
H: -1.68 -0.96 -0.20
C: 5.44 -3.02 -9.26
O: 5.47 -2.16 -8.10
P: 4.22 -2.27 -7.08
O: 3.09 -1.61 -7.76
O: 4.91 -1.39 -5.92
C: 5.95 -0.46 -6.14
O: 3.65 -3.31 -6.02
C: 2.23 -3.39 -5.82
H: 6.37 -2.87 -9.80
H: 5.37 -4.07 -8.96
H: 4.60 -2.76 -9.90
H: 5.64 0.33 -6.83
H: 6.85 -0.95 -6.52
H: 6.19 -0.01 -5.18
H: 1.72 -3.72 -6.72
H: 1.84 -2.43 -5.49
H: 2.06 -4.13 -5.03
C: -8.20 1.30 -0.42
O: -6.84 1.23 -0.87
P: -5.68 1.72 0.16
O: -5.78 3.19 0.18
O: -4.46 1.14 -0.69
C: -4.51 0.87 -2.09
O: -5.04 1.24 1.54
C: -4.59 2.23 2.47
H: -8.82 0.88 -1.20
H: -8.34 0.73 0.50
H: -8.48 2.34 -0.25
H: -4.73 1.78 -2.65
H: -5.24 0.09 -2.31
H: -3.53 0.50 -2.38
H: -5.42 2.82 2.83
H: -3.84 2.86 2.01
H: -4.15 1.69 3.31
C: -1.56 6.04 8.58
O: -1.55 5.50 7.26
P: -2.38 4.07 7.01
O: -1.36 3.23 7.73
O: -2.19 4.15 5.41
C: -1.37 5.10 4.74
O: -3.51 2.91 6.77
C: -3.25 1.58 7.20
H: -1.03 6.99 8.55
H: -2.58 6.22 8.93
H: -1.05 5.36 9.27
H: -0.33 5.01 5.06
H: -1.72 6.12 4.90
H: -1.43 4.88 3.67
H: -3.13 1.51 8.28
H: -2.36 1.20 6.70
H: -4.12 0.99 6.90

As for the HOMO energy: -0.142 Eh. The total energy comes out at -80304.96055 eV. The maximum force comes out at 8.07 eV Å⁻¹. The charge is -1. The value obtained for the orbital gap is 0.142 Ha.



Here is C9H36O9 as an isolated structure in a non-equilibrium geometry from the OMol25 dataset. Energies are from ωB97M-V/def2-TZVPD.

Cartesian coordinates (Å):
C: 1.22 2.99 0.48
O: 1.05 2.97 1.87
H: 0.71 2.16 0.00
H: 0.93 3.96 0.08
H: 2.27 2.86 0.20
H: 0.11 2.90 2.09
C: -0.88 -2.70 -2.64
O: -0.09 -2.33 -1.53
H: -1.70 -2.01 -2.84
H: -0.26 -2.78 -3.53
H: -1.45 -3.63 -2.59
H: -0.72 -2.20 -0.81
C: 0.16 -2.21 2.58
O: -0.40 -0.92 2.27
H: -0.24 -3.00 1.95
H: 1.25 -2.20 2.48
H: -0.06 -2.47 3.61
H: -1.33 -0.97 2.51
C: -1.83 3.12 0.04
O: -1.97 1.88 0.70
H: -2.83 3.44 -0.26
H: -1.42 3.88 0.71
H: -1.26 2.97 -0.88
H: -2.21 1.21 0.06
C: 0.22 0.05 -0.29
O: 0.87 0.05 0.93
H: -0.85 0.06 -0.10
H: 0.41 0.97 -0.84
H: 0.52 -0.72 -1.01
H: 0.42 -0.52 1.56
C: 0.26 0.26 -3.33
O: 1.24 -0.17 -4.28
H: 0.72 0.98 -2.66
H: -0.65 0.64 -3.79
H: -0.01 -0.61 -2.74
H: 0.78 -0.93 -4.67
C: 1.89 0.97 3.29
O: 2.75 1.59 2.45
H: 1.28 1.82 3.59
H: 1.18 0.29 2.80
H: 2.34 0.52 4.17
H: 2.28 2.28 1.97
C: 2.30 -2.88 0.71
O: 3.69 -2.54 0.47
H: 2.02 -3.71 0.07
H: 2.20 -3.28 1.72
H: 1.61 -2.04 0.59
H: 3.71 -1.73 -0.04
C: -3.62 0.05 -1.12
O: -2.43 0.79 -1.00
H: -3.61 -0.70 -1.92
H: -3.72 -0.48 -0.17
H: -4.50 0.69 -1.13
H: -2.32 1.36 -1.77

As for the HOMO energy: -0.296 Eh. The total energy comes out at -28333.38974 eV. The maximum force comes out at 7.85 eV Å⁻¹. The value obtained for the orbital gap is 0.290 Ha. The energy relative to the best compared isomer or geometry (same formula, charge and spin) comes out at 11.916 eV.



Here is C29H48NOsP3SSe as an isolated structure in a non-equilibrium geometry from the OMol25 dataset. Energies are from ωB97M-V/def2-TZVPD.

Cartesian coordinates (Å):
Os: -0.30 -0.59 -0.10
P: -1.89 -0.83 1.48
P: 1.27 -1.99 0.93
P: -1.71 0.36 -1.70
H: 3.95 -1.41 -3.50
C: 3.16 -0.66 -3.77
C: 2.40 -0.02 -2.85
H: 2.26 -0.38 -1.82
C: -2.98 -2.30 1.46
C: -1.20 -0.87 3.17
C: -3.11 0.50 1.66
C: 2.70 -2.45 -0.19
C: 2.17 -1.32 2.38
C: 0.65 -3.65 1.48
C: -0.92 0.50 -3.35
C: -2.23 2.10 -1.43
C: -3.29 -0.51 -2.02
H: 3.07 -0.38 -4.85
H: 1.96 0.96 -3.11
H: -3.66 -2.11 2.32
H: -2.45 -3.25 1.60
H: -3.57 -2.34 0.54
H: -2.09 -0.97 3.80
H: -0.68 0.07 3.39
H: -0.54 -1.73 3.30
H: -3.82 0.08 2.38
H: -3.61 0.70 0.71
H: -2.67 1.42 2.06
H: 3.44 -2.99 0.41
H: 3.16 -1.53 -0.58
H: 2.36 -3.07 -1.02
H: 2.44 -2.10 3.11
H: 1.56 -0.56 2.88
H: 3.09 -0.84 2.01
H: 1.47 -4.06 2.07
H: 0.44 -4.29 0.61
H: -0.26 -3.57 2.10
H: -1.56 1.08 -4.03
H: -0.74 -0.49 -3.79
H: 0.04 1.02 -3.27
H: -2.86 2.36 -2.28
H: -1.35 2.75 -1.40
H: -2.79 2.22 -0.50
H: -3.82 0.14 -2.73
H: -3.90 -0.64 -1.13
H: -3.13 -1.49 -2.49
C: -0.27 -3.36 -3.35
C: 0.85 -3.03 -4.12
C: 0.81 -3.41 -5.48
C: -0.17 -4.32 -5.95
C: -1.22 -4.71 -5.08
C: -1.30 -4.18 -3.78
Se: -0.80 -2.86 -1.35
H: 0.25 -1.95 -1.95
H: 1.73 -2.46 -3.78
H: 1.57 -2.98 -6.14
H: -0.10 -4.69 -7.00
H: -2.01 -5.41 -5.42
H: -2.13 -4.42 -3.11
N: 0.57 1.08 0.66
S: -0.14 2.50 1.24
C: -0.14 2.45 3.03
C: -1.32 2.70 3.75
C: -1.36 2.37 5.11
C: -0.21 1.89 5.76
C: 1.00 1.79 5.05
C: 1.04 2.11 3.69
C: 0.99 3.90 1.02
C: 0.96 4.97 1.93
C: 1.89 6.00 1.80
C: 2.79 6.01 0.73
C: 2.76 4.98 -0.21
C: 1.84 3.92 -0.09
H: 1.59 0.99 0.59
H: -2.20 3.09 3.25
H: -2.30 2.47 5.66
H: -0.25 1.59 6.82
H: 1.91 1.43 5.53
H: 1.98 2.10 3.14
H: 0.27 4.90 2.76
H: 1.88 6.78 2.56
H: 3.51 6.84 0.65
H: 3.45 4.97 -1.05
H: 1.78 3.11 -0.82

As for the HOMO energy (alpha / beta): -0.690 / -0.693 Eh. The total energy comes out at -138812.82041 eV. The maximum force comes out at 3.21 eV Å⁻¹. The spin multiplicity is 5. The charge is +4. The value obtained for the orbital gap (alpha / beta) is 0.243 / 0.147 Ha.